Entry 1:
{"formula": "C5H39NO14", "method": "ωB97M-V/def2-TZVPD", "orbital_gap_ev": 9.47, "mol_weight_da": 337.360, "relative_energy_kj_mol": 4.1, "charge": 0, "elements": ["O", "O", "O", "O", "O", "O", "O", "O", "O", "O", "O", "O", "O", "O", "N", "C", "C", "C", "C", "C", "H", "H", "H", "H", "H", "H", "H", "H", "H", "H", "H", "H", "H", "H", "H", "H", "H", "H", "H", "H", "H", "H", "H", "H", "H", "H", "H", "H", "H", "H", "H", "H", "H", "H", "H", "H", "H", "H", "H"], "coordinates": [[-1.877, -1.521, -2.738], [-4.036, 0.485, 0.576], [-0.483, -5.019, -0.449], [3.850, 3.386, 0.842], [-2.075, -3.522, 1.193], [1.401, 2.188, 0.026], [0.140, -3.475, -2.535], [-1.981, -1.029, 0.010], [2.260, -1.883, -1.731], [-0.658, 0.632, -3.649], [-1.231, 2.896, -2.214], [1.816, 0.821, -2.327], [-3.086, 2.848, -0.143], [-0.743, 3.505, 1.206], [1.181, -0.085, 1.719], [0.212, -1.002, 1.112], [1.354, 1.657, 3.495], [0.743, 0.334, 3.058], [2.514, -0.675, 1.773], [-0.823, -0.228, 0.298], [-2.990, -3.822, 1.168], [2.558, -1.531, 2.457], [3.000, 2.972, 0.593], [-0.379, 0.085, -0.651], [-0.503, 4.438, 1.154], [-2.638, 2.825, -1.024], [-1.080, 2.106, -2.777], [1.992, -0.117, -2.102], [-2.785, -0.488, 0.253], [3.011, -2.168, -2.264], [3.232, 0.073, 2.117], [-1.110, 0.670, 0.844], [-0.349, 0.415, 3.055], [-2.056, -1.323, -1.790], [-0.425, 2.978, -1.689], [0.996, 0.786, -2.843], [-1.224, -2.245, -2.727], [-1.071, -4.487, 0.147], [0.754, -1.676, 0.450], [-0.812, 0.661, -4.605], [0.109, -4.061, -3.298], [-0.283, -1.649, 1.853], [1.049, 2.476, 2.832], [0.992, -0.440, 3.795], [-2.079, -2.608, 0.803], [-3.687, 1.368, 0.254], [-4.221, 0.608, 1.511], [1.383, 1.434, 0.670], [2.820, -0.979, 0.769], [-0.103, -4.014, -1.737], [-1.144, -0.172, -3.289], [-0.002, 3.025, 0.773], [0.270, -5.282, 0.100], [4.110, 3.884, 0.061], [-2.357, 3.142, 0.443], [2.448, 1.606, 3.513], [1.507, -2.435, -2.002], [1.038, 1.901, 4.506], [1.551, 1.734, -0.843]], "lowdin_charge": [-0.056, -0.057, -0.065, -0.087, -0.066, -0.109, -0.071, -0.138, -0.058, -0.087, -0.059, -0.069, -0.083, -0.066, -0.250, -0.167, -0.069, -0.244, -0.069, -0.181, 0.065, 0.093, -0.016, 0.108, 0.069, 0.033, 0.009, 0.013, 0.047, 0.068, 0.086, 0.114, 0.118, 0.038, 0.032, 0.003, 0.019, 0.018, 0.107, 0.083, 0.080, 0.125, 0.060, 0.116, 0.028, 0.018, 0.064, 0.030, 0.078, 0.022, 0.025, 0.003, 0.072, 0.025, 0.015, 0.074, 0.006, 0.075, 0.028]}

=====

Entry 2:
{"formula": "C42H98InN6O16", "method": "ωB97M-V/def2-TZVPD", "orbital_gap_ev": 3.48, "mol_weight_da": 1058.090, "charge": 1, "elements": ["In", "O", "O", "O", "O", "O", "O", "O", "O", "O", "O", "O", "O", "O", "O", "O", "O", "N", "N", "N", "N", "N", "N", "C", "C", "C", "C", "C", "C", "C", "C", "C", "C", "C", "C", "C", "C", "C", "C", "C", "C", "C", "C", "C", "C", "C", "C", "C", "C", "C", "C", "C", "C", "C", "C", "C", "C", "C", "C", "C", "C", "C", "C", "C", "C", "H", "H", "H", "H", "H", "H", "H", "H", "H", "H", "H", "H", "H", "H", "H", "H", "H", "H", "H", "H", "H", "H", "H", "H", "H", "H", "H", "H", "H", "H", "H", "H", "H", "H", "H", "H", "H", "H", "H", "H", "H", "H", "H", "H", "H", "H", "H", "H", "H", "H", "H", "H", "H", "H", "H", "H", "H", "H", "H", "H", "H", "H", "H", "H", "H", "H", "H", "H", "H", "H", "H", "H", "H", "H", "H", "H", "H", "H", "H", "H", "H", "H", "H", "H", "H", "H", "H", "H", "H", "H", "H", "H", "H", "H", "H", "H", "H", "H"], "coordinates": [[-2.467, -1.351, -0.871], [-2.605, -0.829, 1.983], [4.183, -0.601, -0.412], [-4.512, -0.232, -2.586], [0.112, -4.705, -3.042], [5.024, -3.549, 0.008], [-3.626, -3.245, 0.929], [-2.859, 4.461, 1.799], [2.293, -4.898, 3.819], [-1.884, 0.510, -3.257], [1.851, 4.221, -2.697], [-0.287, -1.723, 0.127], [3.377, 2.092, -0.742], [-4.525, 9.706, 1.717], [5.281, 0.005, -3.372], [-1.017, 0.782, -0.480], [1.747, 3.224, 3.555], [-1.380, -4.034, -0.630], [-0.316, -1.879, -3.134], [-4.381, 0.398, 0.280], [0.359, -4.196, 1.801], [1.603, -0.326, 3.174], [-2.522, 7.909, 3.157], [1.006, -2.462, -2.790], [-3.352, 0.225, 2.544], [-4.989, 10.876, 2.346], [-3.898, 1.127, 1.464], [4.471, -1.018, -3.981], [-2.479, -4.959, -0.229], [0.402, -6.022, -3.437], [1.195, 1.467, -0.659], [-2.478, 6.848, 2.202], [-0.115, -0.759, -4.100], [-2.254, 9.221, 2.614], [1.809, 4.425, 2.841], [3.368, -4.783, 4.721], [0.607, -0.852, 0.051], [2.591, 1.180, -0.600], [-1.829, 1.925, -3.252], [-1.607, 4.063, 1.356], [2.105, 2.633, -4.532], [-1.741, -1.446, 2.927], [3.027, -0.224, -0.295], [5.142, -1.471, -5.243], [3.761, 0.719, 4.002], [2.748, 3.711, -3.695], [1.537, -5.098, 1.572], [-3.147, -4.567, 1.054], [-5.273, 0.783, -1.968], [6.337, -3.204, 0.521], [-4.463, 1.366, -0.815], [-4.530, -2.901, 1.935], [2.683, -4.696, 2.479], [2.001, -1.180, 0.023], [-5.199, -0.825, -3.678], [6.946, -4.494, 1.017], [-1.447, -0.114, -4.444], [2.249, 0.867, 3.747], [1.904, -5.049, 0.097], [-3.139, 9.699, 1.475], [0.188, 0.547, -0.397], [1.988, 2.053, 2.832], [1.213, -3.858, -3.342], [-2.836, 5.480, 2.759], [-1.932, -6.385, -0.135], [-3.979, -5.248, 1.261], [-4.148, -3.028, 2.955], [1.561, 5.258, 3.499], [-2.316, -1.984, 3.695], [-2.453, -4.605, 1.902], [4.376, -1.802, -3.218], [-5.760, -0.111, -4.283], [-0.880, 2.213, -3.724], [-1.092, -0.747, 3.466], [-3.102, 1.792, 1.142], [-1.032, 4.852, 0.871], [-2.081, 5.250, 3.534], [-2.149, -0.897, -4.745], [0.638, -6.169, -4.498], [1.978, -0.525, 2.254], [-0.423, -6.715, -3.247], [-2.184, 10.035, 3.333], [1.116, -6.055, 1.891], [2.811, 4.725, 2.493], [-4.679, 1.718, 1.953], [6.283, -4.956, 1.745], [1.176, 3.013, -4.977], [-1.670, 3.270, 0.598], [-1.347, -6.498, 0.784], [1.201, -2.465, -1.712], [4.178, 1.712, 4.164], [1.225, -6.462, -2.855], [-0.680, -4.252, 0.105], [7.910, -4.329, 1.500], [-1.454, 6.768, 1.783], [-4.979, 11.712, 1.629], [1.721, -1.116, 3.796], [0.979, 2.528, -0.675], [-1.273, 9.173, 2.082], [1.797, -1.804, -3.155], [-6.015, 10.786, 2.696], [2.710, 2.357, -5.400], [5.078, 0.023, -2.429], [-1.276, -6.668, -0.957], [-2.800, 10.672, 1.077], [2.118, -4.227, -2.844], [-3.240, -4.955, -1.019], [2.732, 2.159, 2.028], [3.991, 0.058, 4.838], [1.992, -4.047, -0.318], [-6.201, 0.389, -1.519], [6.116, -2.568, 1.385], [-2.165, 7.828, 4.091], [3.645, -5.146, 2.220], [-3.136, 7.111, 1.372], [-5.027, 2.255, -0.504], [6.186, -1.713, -5.056], [-5.405, -3.570, 1.958], [3.612, 3.355, -3.126], [1.927, 3.555, -2.009], [1.172, -5.631, -0.471], [-4.883, -1.890, 1.779], [2.838, -3.608, 2.330], [1.059, 1.784, 2.288], [-4.486, -1.315, -4.340], [-5.357, 0.151, 0.430], [-2.782, 0.798, 3.286], [0.566, -3.221, 1.576], [-1.306, 0.616, -5.244], [1.788, 0.992, 4.729], [1.802, 1.732, -3.995], [1.344, -3.825, -4.430], [-1.788, 2.279, -2.227], [-0.713, -2.578, -3.764], [-2.738, -7.122, -0.077], [0.281, -1.158, -5.046], [-3.501, 1.685, -1.212], [0.297, -4.140, 2.822], [-2.638, 2.406, -3.811], [6.897, -2.662, -0.238], [-1.123, -2.146, 2.376], [0.550, -0.032, -3.642], [-3.757, 5.542, 3.343], [5.130, -0.720, -6.037], [4.258, -5.347, 4.409], [3.740, -3.744, 4.727], [-5.873, -1.593, -3.285], [3.476, -0.580, -4.157], [-4.145, -0.203, 3.183], [4.596, -2.306, -5.695], [1.152, 4.441, 1.963], [3.067, -5.097, 5.714], [4.207, 0.238, 3.124], [-1.053, 3.494, 2.119], [3.084, 4.500, -4.366], [-3.017, 9.156, 0.528], [-1.030, -4.470, -1.485], [2.142, -2.217, 0.294], [7.108, -5.193, 0.195], [-5.534, 1.602, -2.645], [2.850, -5.562, -0.088], [4.535, -2.723, -0.092], [-4.345, 11.174, 3.182]], "lowdin_charge": [1.376, -0.271, 0.070, -0.258, -0.226, -0.126, -0.244, -0.175, -0.186, -0.268, -0.086, -0.120, 0.112, -0.184, -0.084, -0.043, -0.164, 0.100, -0.010, -0.030, 0.048, 0.058, -0.067, -0.170, -0.208, -0.114, -0.158, -0.326, -0.394, -0.112, 0.056, -0.220, -0.174, -0.209, -0.113, -0.102, -0.326, -0.360, -0.069, -0.134, -0.090, -0.076, -0.333, -0.084, -0.048, -0.294, -0.369, -0.192, -0.206, -0.287, -0.197, -0.107, -0.211, 0.004, -0.065, -0.088, -0.192, -0.400, -0.041, -0.259, -0.355, -0.220, -0.191, -0.217, -0.033, 0.142, 0.100, 0.089, 0.096, 0.135, 0.106, 0.104, 0.088, 0.088, 0.096, 0.088, 0.127, 0.118, 0.098, 0.033, 0.086, 0.116, 0.142, 0.096, 0.145, 0.060, 0.070, 0.066, 0.084, 0.076, 0.082, 0.094, 0.046, 0.077, 0.116, 0.089, 0.076, 0.122, 0.121, 0.105, 0.085, 0.079, 0.048, 0.068, 0.126, 0.132, 0.144, 0.128, 0.070, 0.055, 0.137, 0.110, 0.116, 0.121, 0.123, 0.145, 0.082, 0.106, 0.109, 0.019, 0.063, 0.073, 0.128, 0.112, 0.086, 0.127, 0.139, 0.042, 0.134, 0.139, 0.040, 0.135, 0.072, 0.103, 0.091, 0.138, 0.100, 0.086, 0.102, 0.114, 0.060, 0.104, 0.128, 0.077, 0.089, 0.088, 0.100, 0.090, 0.129, 0.071, 0.069, 0.090, 0.074, 0.093, 0.114, 0.117, 0.057, 0.085, 0.077, 0.142, 0.093, 0.027, 0.085]}

=====

Entry 3:
{"formula": "C19H11BrN2O6SSe2Te2Ti", "method": "ωB97M-V/def2-TZVPD", "orbital_gap_ev": 5.26, "mol_weight_da": 936.263, "relative_energy_kj_mol": 28.1, "charge": -2, "elements": ["Te", "Te", "Br", "Se", "Se", "Ti", "S", "O", "O", "O", "O", "O", "O", "N", "N", "C", "C", "C", "C", "C", "C", "C", "C", "C", "C", "C", "C", "C", "C", "C", "C", "C", "C", "C", "H", "H", "H", "H", "H", "H", "H", "H", "H", "H", "H"], "coordinates": [[3.067, -1.709, -1.645], [2.561, -3.115, 0.700], [-2.310, 4.540, -6.046], [3.418, 0.529, -0.632], [1.947, -1.187, 2.157], [1.057, 0.543, 0.386], [-3.207, 1.207, -1.174], [1.308, 1.910, 1.766], [0.445, 1.950, -0.805], [0.446, 1.062, -2.861], [-0.062, -0.768, -0.394], [-1.793, -2.201, -0.170], [0.448, 3.343, 3.269], [-1.603, 5.283, -2.067], [-0.778, 0.666, 1.440], [-2.032, 1.604, 3.185], [-5.002, -0.130, -2.784], [-2.877, -0.269, 1.912], [-1.235, -1.173, 0.092], [-1.723, 4.343, -4.246], [-0.952, 4.192, -1.676], [-1.718, -0.204, 1.142], [-0.897, 1.557, 2.412], [-3.026, 0.651, 2.928], [-5.363, -1.003, -3.797], [-1.035, 3.213, -3.852], [-4.394, -1.695, -4.516], [0.362, 2.383, 2.537], [-0.637, 3.139, -2.528], [0.117, 1.918, -2.067], [-2.693, -0.617, -3.179], [-3.057, -1.491, -4.190], [-3.657, 0.094, -2.444], [-1.988, 5.351, -3.337], [-2.526, 6.241, -3.647], [-2.122, 2.343, 3.968], [-5.764, 0.404, -2.227], [-0.660, 4.137, -0.635], [-2.281, -2.025, -4.728], [-1.645, -0.477, -2.941], [-3.627, -1.008, 1.671], [-0.815, 2.393, -4.521], [-6.415, -1.147, -4.028], [-3.925, 0.642, 3.533], [-4.674, -2.381, -5.307]], "lowdin_charge": [0.144, 0.080, 0.676, -0.102, -0.133, 0.566, 0.553, -0.182, -0.184, 0.058, -0.238, 0.124, 0.084, 0.069, 0.045, 0.020, -0.163, -0.004, -0.549, -0.660, -0.085, -0.223, -0.157, -0.040, -0.145, -0.045, -0.152, -0.537, -0.128, -0.586, -0.127, -0.118, -0.724, -0.215, 0.089, 0.115, 0.074, 0.120, 0.091, 0.085, 0.124, 0.121, 0.080, 0.103, 0.074]}

=====

Entry 4:
{"formula": "C8H18I2NOP2Tc", "method": "ωB97M-V/def2-TZVPD", "orbital_gap_ev": [5.89, 5.71], "s2": 3.80, "mol_weight_da": 557.994, "multiplicity": 4, "relative_energy_kj_mol": 0.0, "charge": 3, "elements": ["I", "I", "Tc", "P", "P", "O", "N", "C", "C", "C", "C", "C", "C", "C", "C", "H", "H", "H", "H", "H", "H", "H", "H", "H", "H", "H", "H", "H", "H", "H", "H", "H", "H"], "coordinates": [[0.060, -2.717, -0.961], [-0.039, 2.138, -2.152], [-0.011, 0.486, -0.247], [2.271, -0.031, -0.288], [-2.270, -0.125, -0.304], [-0.084, 2.911, 1.639], [0.014, -0.746, 2.768], [2.865, -0.480, -1.948], [-2.826, -0.597, -1.966], [-2.868, -1.435, 0.804], [-3.341, 1.292, 0.112], [3.274, 1.433, 0.139], [-0.056, 1.991, 0.914], [0.003, -0.307, 1.676], [2.926, -1.313, 0.822], [-2.481, -1.254, 1.812], [-2.255, -1.476, -2.293], [-4.376, 0.935, 0.208], [-3.964, -1.421, 0.811], [2.337, -1.385, -2.276], [-3.271, 2.055, -0.674], [4.022, -1.253, 0.830], [-2.647, 0.233, -2.660], [-2.493, -2.404, 0.453], [4.329, 1.133, 0.198], [2.531, -1.145, 1.830], [3.139, 2.210, -0.624], [2.940, 1.817, 1.112], [2.651, 0.341, -2.642], [3.946, -0.667, -1.900], [-3.007, 1.723, 1.065], [2.593, -2.298, 0.473], [-3.898, -0.835, -1.930]], "lowdin_spin": [0.964, 0.246, 1.295, 0.019, 0.018, 0.047, 0.244, 0.003, 0.002, 0.017, 0.018, 0.019, 0.023, 0.032, 0.015, 0.000, 0.008, 0.004, 0.001, 0.010, 0.000, 0.001, 0.000, 0.007, 0.005, 0.000, 0.000, 0.000, 0.000, -0.001, 0.000, 0.005, -0.001]}

=====

Entry 5:
{"formula": "C24H26N6O7SZr", "method": "ωB97M-V/def2-TZVPD", "orbital_gap_ev": 7.06, "mol_weight_da": 633.798, "relative_energy_kj_mol": 159.2, "charge": 2, "elements": ["Zr", "S", "O", "O", "O", "O", "O", "O", "O", "N", "N", "N", "N", "N", "N", "C", "C", "C", "C", "C", "C", "C", "C", "C", "C", "C", "C", "C", "C", "C", "C", "C", "C", "C", "C", "C", "C", "C", "C", "H", "H", "H", "H", "H", "H", "H", "H", "H", "H", "H", "H", "H", "H", "H", "H", "H", "H", "H", "H", "H", "H", "H", "H", "H", "H"], "coordinates": [[1.123, 0.444, 0.856], [3.761, 0.773, 1.068], [-5.094, 2.564, -0.762], [1.127, -0.512, 2.707], [-4.806, -1.083, -1.429], [1.605, 4.436, 1.840], [-0.723, 1.793, 2.273], [1.371, 2.525, 0.716], [1.795, 1.546, 3.175], [5.726, -2.599, 0.930], [-4.896, 0.501, 0.213], [3.657, -1.926, 0.701], [2.276, -1.926, 0.482], [5.592, -1.247, 1.114], [-0.874, -0.905, 0.833], [0.962, 0.651, 3.273], [0.983, 3.348, 1.566], [-0.462, 1.093, 3.541], [-2.060, -0.431, 0.418], [1.476, 0.263, -1.304], [-0.841, -2.195, 1.215], [-3.186, -1.214, 0.270], [-1.875, 1.687, -3.505], [1.378, -0.002, -4.135], [-1.772, 1.945, -2.120], [0.293, 0.606, -3.465], [4.349, -0.805, 0.980], [2.482, -0.404, -3.437], [-0.858, 1.057, -4.160], [-3.115, -2.557, 0.598], [2.514, -0.283, -2.034], [-1.922, -3.041, 1.117], [-0.666, 1.521, -1.440], [0.372, 0.784, -2.063], [4.532, -3.013, 0.670], [4.114, -4.407, 0.386], [-0.340, 3.168, 2.262], [-5.824, 1.388, -0.435], [-4.390, -0.601, -0.401], [-1.080, 3.713, 1.674], [4.999, -5.036, 0.342], [-1.168, 0.273, 3.594], [3.418, -0.622, -1.538], [-0.553, 1.804, -0.395], [1.331, -0.124, -5.211], [-0.915, 0.897, -5.231], [6.402, -0.690, 1.338], [2.428, 4.533, 1.323], [-2.121, 0.611, 0.161], [-6.650, 1.614, 0.238], [-2.562, 2.492, -1.616], [-0.560, 1.766, 4.387], [-4.483, 0.821, 1.073], [-6.197, 0.878, -1.320], [1.896, -2.725, 0.979], [-1.826, -4.070, 1.435], [3.331, -0.829, -3.958], [-2.753, 2.019, -4.045], [3.591, -4.472, -0.571], [0.078, -2.546, 1.656], [-5.683, 3.186, -1.204], [2.104, -2.039, -0.517], [3.460, -4.792, 1.172], [-3.973, -3.202, 0.456], [-0.301, 3.597, 3.260]], "lowdin_charge": [1.713, 0.791, -0.045, -0.173, 0.125, 0.263, -0.166, -0.120, 0.029, 0.171, 0.100, -0.070, 0.088, 0.070, -0.020, -0.615, -0.439, -0.016, -0.063, -0.267, -0.117, -0.082, -0.039, 0.002, -0.050, -0.151, -0.696, -0.051, 0.002, 0.059, -0.143, -0.001, -0.110, -0.191, -0.292, 0.018, -0.044, -0.217, -0.444, 0.171, 0.103, 0.140, 0.075, 0.058, 0.129, 0.127, 0.177, 0.191, 0.093, 0.134, 0.104, 0.150, 0.145, 0.132, 0.105, 0.127, 0.116, 0.119, 0.094, 0.092, 0.100, 0.104, 0.096, 0.146, 0.162]}

=====

Entry 6:
{"formula": "C2H4BNO2", "method": "ωB97M-V/def2-TZVPD", "orbital_gap_ev": 11.89, "smiles": "COB(O)C#N", "mol_weight_da": 84.871, "relative_energy_kj_mol": 40.3, "charge": 0, "elements": ["O", "O", "N", "C", "C", "B", "H", "H", "H", "H"], "coordinates": [[-0.293, 0.869, 0.168], [0.528, -1.371, -0.089], [2.435, 0.818, -2.154], [1.649, 0.457, -1.413], [-1.346, 0.365, 0.931], [0.563, -0.078, -0.394], [-1.001, -0.180, 1.776], [1.372, -1.767, -0.290], [-2.019, -0.271, 0.269], [-1.888, 1.158, 1.198]], "lowdin_charge": [0.028, 0.214, 0.142, -0.052, -0.074, -0.641, 0.091, 0.114, 0.129, 0.049]}